# 1
# C2H3N2O2

A structure of composition C2H3N2O2 in a non-equilibrium geometry (ωB97M-V/def2-TZVPD, the OMol25 dataset).

- Kohn-Sham gap: 0.294 Ha
- LUMO: 4.1760 eV
- Spin multiplicity: 1
- Net charge: -1

Positions of all 9 atoms, in Å:
1 C 2.2286 -1.3620 1.1243
2 C -0.0343 0.0030 0.1148
3 N 2.9093 -2.1907 0.6892
4 N 1.5234 -0.4958 1.7911
5 O 2.4997 0.9683 1.4057
6 O 0.2000 -0.2464 1.4826
7 H -0.0351 -0.9364 -0.4567
8 H 0.7535 0.6657 -0.2648
9 H -1.0117 0.4803 0.0460

natural (NBO) population analysis, charges in e, atoms 1 to 6: C 0.4161; C -0.2822; N -0.4899; N -0.0812; O -0.7406; O -0.3690

# 2
# C2H3N2O2

The ion C2H3N2O2 with charge +1 in a non-equilibrium geometry (ωB97M-V/def2-TZVPD, the OMol25 dataset).

- Kohn-Sham gap (alpha / beta): 0.261 / 0.261 Ha
- LUMO (alpha / beta): -8.6607 / -8.6604 eV
- Spin multiplicity: 1
- Net charge: +1

Positions of all 9 atoms, in Å:
1 O -2.4835 -1.3256 0.0611
2 N -0.8458 -1.1659 -0.3605
3 C -0.6167 0.1756 -0.1062
4 C 0.8594 0.5373 -0.0644
5 N 1.8207 -0.2563 0.0573
6 O 2.7822 -0.9051 0.0706
7 H -1.0382 0.4071 0.8466
8 H -1.3864 0.8854 -0.5985
9 H 0.9084 1.6476 0.0941

natural (NBO) population analysis, charges in e, atoms 1 to 6: O -0.2213; N 0.1246; C -0.4279; C -0.0011; N 0.4127; O 0.0614

In kJ/mol, the energy above the lowest of the compared OMol25 structures with the same formula, charge and spin values for the records above are, in order, 448.2, 1127.2.
In eV, the total energy values for the records above are, in order, -9193.0581, -9178.6414.